Entry 1:
C11H19BF2N5O4S2Tc | the ωB97M-V functional and the def2-TZVPD basis

Summary:
Lowest unoccupied orbital energy (alpha / beta) = -2.494 / -3.514 eV
HOMO level (alpha / beta) = -11.454 / -11.148 eV
Spin multiplicity = 4
Net charge = +1
Orbital gap (alpha / beta) = 0.3293 / 0.2805 Eh
Relative energy (zero: lowest compared OMol25 entry of this formula, charge and spin) = 44.9 kJ/mol

```
45
C11H19BF2N5O4S2Tc, DFT the ωB97M-V functional and the def2-TZVPD basis
Tc -0.19 -0.57 0.19
N -2.73 0.84 1.75
C -1.84 0.76 2.92
C -0.49 1.42 2.68
N 0.51 0.65 1.86
C 1.41 -0.19 2.71
C 0.89 -1.61 2.82
N 0.76 -2.15 1.46
H -2.99 -0.08 1.42
H -3.59 1.32 1.99
H -2.28 1.30 3.76
H -1.73 -0.28 3.25
H -0.66 2.36 2.16
H -0.03 1.65 3.64
H 1.10 1.37 1.45
H 2.39 -0.21 2.22
H 1.55 0.27 3.69
H 1.57 -2.20 3.44
H -0.09 -1.63 3.29
H 1.67 -2.42 1.10
H 0.17 -2.98 1.42
N -1.80 2.51 -0.55
C -0.74 2.19 -1.30
N -0.04 1.09 -1.16
C 1.01 1.05 -2.10
C 1.97 0.05 -2.21
C 2.96 0.16 -3.17
C 2.99 1.26 -4.03
C 2.05 2.27 -3.93
C 1.07 2.15 -2.95
S -0.22 3.26 -2.57
H -2.19 1.82 0.12
H -2.35 3.31 -0.79
H 1.95 -0.81 -1.55
H 3.70 -0.61 -3.27
H 3.76 1.33 -4.79
H 2.07 3.13 -4.59
O -3.23 -3.15 -0.93
S -2.05 -2.89 -0.20
O -1.20 -3.96 0.22
O -1.03 -1.98 -1.33
O -2.12 -1.79 0.78
F -1.05 -3.76 -2.87
B -0.76 -2.52 -2.57
F -0.18 -1.74 -3.46
```

Here is what Mulliken gives for the atomic charges, in e:
1. Tc 0.92
2. N -0.48
3. C -0.49
4. C -0.80
5. N -0.07
6. C -0.79
7. C -0.37
8. N -0.44
9. H 0.24
10. H 0.27
11. H 0.51
12. H 0.08
13. H 0.45
14. H 0.33
15. H 0.27
16. H 0.40
17. H 0.35
18. H 0.42
19. H 0.21
20. H 0.23
21. H 0.29
22. N -0.27
23. C 0.35
24. N 0.32
25. C -0.13
26. C -0.10
27. C -0.77
28. C -0.61
29. C -0.52
30. C 0.45
31. S -0.27
32. H 0.12
33. H 0.26
34. H 0.44
35. H 0.42
36. H 0.41
37. H 0.43
38. O -0.56
39. S 1.14
40. O -0.65
41. O -0.36
42. O -0.60
43. F -0.19
44. B 0.39
45. F -0.21

***

Entry 2:
C11H19Cl13N3O5PS | the ωB97M-V functional and the def2-TZVPD basis

Summary:
Lowest unoccupied orbital energy = 0.267 eV
HOMO level = -9.150 eV
Orbital gap = 0.3461 Eh

```
53
C11H19Cl13N3O5PS, DFT the ωB97M-V functional and the def2-TZVPD basis
N -4.74 4.26 0.29
C -3.52 4.33 0.02
N -3.02 3.78 -1.19
N -2.53 4.93 0.88
C -2.27 4.15 2.10
C -1.61 2.79 1.87
C -0.12 2.79 2.23
C 0.63 1.49 1.93
C 0.52 0.95 0.52
P 0.93 2.13 -0.94
O 0.08 3.50 -0.70
Cl 2.89 2.65 -0.43
C -0.74 0.06 0.33
O -0.37 -1.29 0.04
S 1.08 -1.16 -0.64
O 0.85 -0.71 -1.96
O 1.87 -2.33 -0.64
O 1.60 -0.03 0.36
H -4.87 4.70 1.21
H -3.67 3.99 -1.94
H -2.91 2.79 -1.08
H -2.84 5.86 1.12
H -3.21 4.00 2.64
H -1.65 4.76 2.74
H -1.71 2.51 0.82
H -2.10 2.04 2.48
H 0.33 3.66 1.78
H -0.08 2.95 3.31
H 0.34 0.76 2.68
H 1.69 1.70 2.07
H 0.67 4.24 -0.50
H -1.16 -0.02 1.33
H -1.56 0.47 -0.25
C 0.73 -5.47 -2.19
Cl 0.93 -6.89 -1.15
Cl 1.15 -5.86 -3.86
Cl -0.92 -4.85 -2.08
H 1.40 -4.70 -1.84
C 3.60 -8.77 -2.97
Cl 2.54 -9.46 -4.20
Cl 4.51 -10.04 -2.15
Cl 4.69 -7.58 -3.68
H 2.99 -8.27 -2.24
C 6.34 4.59 0.45
Cl 7.03 5.74 1.59
Cl 5.50 3.29 1.30
Cl 5.27 5.40 -0.69
H 7.15 4.14 -0.12
C -4.30 -5.67 0.20
Cl -5.96 -5.33 -0.31
Cl -3.30 -4.23 0.06
Cl -4.27 -6.29 1.85
H -3.90 -6.43 -0.46
```

Here is what Mulliken gives for the atomic charges, in e:
1. N -0.64
2. C 0.17
3. N -0.35
4. N -0.23
5. C -1.01
6. C 0.64
7. C -0.78
8. C -1.59
9. C 1.09
10. P 0.04
11. O -0.36
12. Cl -0.16
13. C -0.37
14. O -0.30
15. S 1.14
16. O -0.55
17. O -0.62
18. O -0.43
19. H 0.28
20. H 0.31
21. H 0.12
22. H 0.30
23. H 0.26
24. H 0.55
25. H -0.50
26. H 0.36
27. H 0.40
28. H 0.51
29. H 0.45
30. H 0.39
31. H 0.29
32. H 0.36
33. H 0.27
34. C 0.36
35. Cl -0.18
36. Cl -0.12
37. Cl -0.11
38. H 0.06
39. C 0.48
40. Cl -0.11
41. Cl -0.14
42. Cl -0.12
43. H -0.12
44. C 0.05
45. Cl -0.12
46. Cl -0.11
47. Cl -0.12
48. H 0.29
49. C 0.05
50. Cl -0.12
51. Cl -0.06
52. Cl -0.12
53. H 0.25

***

Entry 3:
C11H19FO5 | the ωB97M-V functional and the def2-TZVPD basis

Summary:
Lowest unoccupied orbital energy = 0.260 eV
HOMO level = -10.060 eV
Orbital gap = 0.3793 Eh
Relative energy (zero: lowest compared OMol25 entry of this formula, charge and spin) = 193.4 kJ/mol

```
36
C11H19FO5, DFT the ωB97M-V functional and the def2-TZVPD basis
C 3.49 -0.55 1.90
C 3.37 -0.81 0.41
F 4.15 -1.90 0.05
C 1.90 -1.05 0.01
O 1.71 -2.31 -0.69
C 0.54 -2.23 -1.40
O 0.11 -3.16 -2.01
C -0.06 -0.85 -1.21
C -1.06 -0.91 -0.02
C -2.54 -0.93 -0.46
C -3.43 -0.11 0.50
C -3.67 1.34 0.06
O -3.19 2.22 1.09
C 1.25 -0.08 -0.97
C 1.26 1.42 -0.71
O 0.27 1.78 0.23
O 0.49 3.14 0.64
H 2.85 0.30 2.16
H 3.11 -1.41 2.46
H 4.53 -0.35 2.18
H 3.74 0.07 -0.12
H 1.32 -1.16 0.94
H -0.59 -0.51 -2.10
H -0.87 -1.82 0.56
H -0.87 -0.08 0.65
H -2.90 -1.96 -0.44
H -2.63 -0.55 -1.48
H -2.95 -0.05 1.48
H -4.38 -0.64 0.65
H -3.13 1.54 -0.87
H -4.74 1.54 -0.08
H -2.77 2.98 0.69
H 1.85 -0.22 -1.88
H 1.06 1.93 -1.67
H 2.24 1.75 -0.36
H 0.55 3.63 -0.20
```

Here is what Mulliken gives for the atomic charges, in e:
1. C -1.40
2. C 0.31
3. F -0.36
4. C 0.15
5. O -0.44
6. C 0.09
7. O -0.60
8. C 0.33
9. C -1.03
10. C -0.82
11. C -0.73
12. C -0.37
13. O -0.54
14. C -0.32
15. C -0.97
16. O -0.15
17. O -0.42
18. H 0.31
19. H 0.36
20. H 0.41
21. H 0.25
22. H 0.33
23. H 0.75
24. H 0.39
25. H 0.52
26. H 0.32
27. H 0.46
28. H 0.36
29. H 0.41
30. H 0.31
31. H 0.28
32. H 0.29
33. H 0.24
34. H 0.54
35. H 0.44
36. H 0.33

***

Entry 4:
C11H19IN2O4Pd | the ωB97M-V functional and the def2-TZVPD basis

Summary:
Lowest unoccupied orbital energy (alpha / beta) = -15.384 / -19.548 eV
HOMO level (alpha / beta) = -21.980 / -21.810 eV
Spin multiplicity = 5
Net charge = +4
Orbital gap (alpha / beta) = 0.2424 / 0.0831 Eh
Relative energy (zero: lowest compared OMol25 entry of this formula, charge and spin) = 116.7 kJ/mol

```
38
C11H19IN2O4Pd, DFT the ωB97M-V functional and the def2-TZVPD basis
Pd 0.53 0.03 -0.16
C -1.74 -1.95 -0.58
C -1.36 -2.40 0.83
O -0.16 -1.73 1.24
C -0.07 -1.37 2.63
C 0.54 0.04 2.77
O -0.15 0.87 1.83
C 0.16 2.25 1.70
C -0.81 2.80 0.64
O -0.81 1.95 -0.51
C -2.08 1.71 -1.12
C -2.13 0.26 -1.64
O -1.71 -0.53 -0.53
H -1.06 -2.34 -1.36
H -2.76 -2.31 -0.83
H -2.18 -2.19 1.53
H -1.19 -3.50 0.82
H -1.07 -1.39 3.09
H 0.56 -2.10 3.15
H 0.38 0.39 3.80
H 1.63 0.05 2.57
H -0.02 2.79 2.65
H 1.22 2.39 1.42
H -1.82 2.88 1.06
H -0.50 3.82 0.34
H -2.90 1.87 -0.41
H -2.23 2.40 -1.97
H -3.16 0.01 -1.95
H -1.47 0.11 -2.51
I 6.47 2.58 -1.23
C 4.97 1.23 -0.66
C 5.14 -0.10 -0.22
N 3.94 -0.59 0.01
N 2.95 0.32 -0.24
C 3.55 1.42 -0.64
H 6.06 -0.65 -0.08
H 3.74 -1.55 0.31
H 3.02 2.32 -0.92
```

Here is what Mulliken gives for the atomic charges, in e:
1. Pd 0.46
2. C -0.54
3. C -0.48
4. O -0.22
5. C -0.48
6. C -0.39
7. O -0.05
8. C -0.35
9. C -0.48
10. O -0.22
11. C -0.49
12. C -0.55
13. O -0.08
14. H 0.29
15. H 0.42
16. H 0.41
17. H 0.38
18. H 0.41
19. H 0.41
20. H 0.44
21. H 0.16
22. H 0.45
23. H 0.11
24. H 0.41
25. H 0.41
26. H 0.42
27. H 0.38
28. H 0.43
29. H 0.29
30. I 1.12
31. C -0.07
32. C 0.01
33. N -0.10
34. N 0.32
35. C -0.43
36. H 0.47
37. H 0.21
38. H 0.51

***

E, record by record: -57336.398 -209337.216 -24666.727 -34412.048 eV